{
  "formula": "C6H10O2",
  "method": "wB97M-V/def2-TZVPD",
  "symbols": ["C", "C", "C", "C", "C", "C", "H", "H", "H", "H", "H", "H", "H", "H", "H", "H", "O", "O"],
  "coordinates": [[0.158, -1.589, 2.301], [0.947, -0.321, 1.981], [0.150, 0.907, 0.341], [-0.796, 1.348, -0.609], [-0.490, 1.403, -2.105], [-0.541, 0.107, -2.784], [-0.607, -1.674, 1.253], [1.672, -2.399, 1.817], [-0.379, -2.058, 3.945], [1.664, -0.643, 1.205], [1.517, -0.169, 2.924], [0.847, 0.399, -0.304], [-1.711, 1.795, -0.238], [-0.145, 2.340, -2.368], [-0.803, -1.011, -2.267], [-0.012, -0.201, -3.770], [0.068, 0.751, 1.602], [-1.540, 1.016, -2.924]],
  "forces_ev_per_a": [[0.86, -2.43, -2.27], [0.19, -1.20, 2.66], [-3.43, 1.00, -8.34], [1.53, 0.04, 3.12], [-0.81, -1.38, 3.43], [1.64, -4.80, -1.92], [1.73, -0.61, 3.67], [-3.75, 0.72, 1.59], [1.25, 1.35, -4.36], [-0.66, 1.05, 0.11], [-0.18, 1.01, -0.73], [1.51, -0.34, 0.86], [-0.23, 0.16, -0.29], [1.77, 1.36, -1.18], [0.62, 3.45, -0.64], [-0.50, 1.12, 1.63], [1.13, -0.60, 3.16], [-2.67, 0.10, -0.51]],
  "relative_energy_kj_mol": 1091.6,
  "homo_lumo_gap_ev": 8.0,
  "e_lumo_ha": -0.0203
}